# 1
Entry from the OMol25 dataset: a molecular structure, C4H7N in a non-equilibrium geometry (ωB97M-V/def2-TZVPD).

Cartesian coordinates (Å):
H (0.83171, -1.71980, -0.84409)
C (1.06596, -0.90954, -0.16925)
H (-1.70439, -0.71247, -1.03625)
C (-1.33603, -0.09965, -0.21410)
H (2.04817, -0.87140, 0.28756)
H (1.22037, 1.90559, -0.62434)
H (-0.63396, -1.67560, 1.16822)
H (-1.91973, 0.78936, 0.00091)
N (0.73096, 1.52386, 0.17857)
H (0.02158, 2.18203, 0.48273)
C (0.20053, 0.22694, -0.10126)
C (-0.52519, -0.63931, 0.87130)

Charge: 0
Energy: -5747.1208 eV

Atomic charges from the natural (NBO) analysis, expressed in e, are listed below: 0.208 -0.337 0.185 -0.432 0.222 0.369 0.249 0.209 -0.814 0.370 0.137 -0.366


# 2
Entry from the OMol25 dataset: 2 unconnected molecules or ions with the total composition C4H7N in a non-equilibrium geometry (ωB97M-V/def2-TZVPD).

Cartesian coordinates (Å):
H (-0.50760, 1.28078, -0.66444)
H (-1.17337, -1.23208, -0.99296)
C (1.65558, 0.53590, 0.55196)
N (1.88999, -0.92619, 0.35671)
C (1.83018, 0.14425, -0.67509)
H (0.90786, -1.30688, 0.26777)
H (-1.35559, 1.18056, 0.95169)
C (-1.30438, -0.66508, -0.11254)
H (1.89027, 1.19436, 1.34846)
H (-1.86135, -1.34078, 0.61300)
C (-0.99469, 0.61367, 0.13307)
H (1.54964, 0.26993, -1.67605)

Charge: 0
Energy: -5745.9942 eV

Atomic charges from the natural (NBO) analysis, expressed in e, are listed below: 0.199 0.197 -0.070 -0.606 -0.044 0.312 0.204 -0.445 0.228 0.199 -0.390 0.216


# 3
Entry from the OMol25 dataset: a single C4H7N molecule in a non-equilibrium geometry (ωB97M-V/def2-TZVPD).

Cartesian coordinates (Å):
H (1.52400, -1.48262, -0.24793)
H (-1.72039, 2.64083, -1.35848)
C (1.14685, -0.60804, 0.27032)
H (-2.61673, 1.59649, -0.05386)
C (-1.77250, 1.74714, -0.72162)
H (1.98061, -2.41256, 1.01766)
C (-0.27593, -0.18120, -0.02800)
N (1.25836, -1.77742, 1.18723)
C (-0.59941, 0.89725, -0.74989)
H (-1.03747, -0.74065, 0.55572)
H (0.22114, 1.34699, -1.33715)
H (1.84623, 0.36261, 0.48861)

Charge: 0
Energy: -5744.7206 eV

Atomic charges from the natural (NBO) analysis, expressed in e, are listed below: 0.369 0.202 -0.344 0.200 -0.313 0.323 -0.102 -0.722 -0.273 0.221 0.207 0.234


# 4
Entry from the OMol25 dataset: a gas-phase ion, C4H7N (charge +1) in a non-equilibrium geometry (ωB97M-V/def2-TZVPD).

Cartesian coordinates (Å):
C (-0.38256, -1.58037, -1.21336)
H (0.29394, -1.56656, -2.13398)
H (-1.28845, -2.10206, -1.48336)
H (1.64643, 1.99708, 0.18796)
C (1.37464, 0.93344, 0.06189)
N (-0.85718, 1.10416, 0.86018)
H (-0.49237, -1.57562, 0.93654)
C (-0.11426, -0.96939, 0.02852)
C (0.18067, 0.40762, 0.21534)
H (2.12037, 0.12305, -0.16884)
H (-1.78071, 0.66989, 0.82353)
H (-0.84989, 1.97729, 1.26257)

Charge: +1
Energy: -5740.5023 eV
Spin multiplicity: 2

Atomic charges from the natural (NBO) analysis, expressed in e, are listed below: -0.177 0.229 0.236 0.243 -0.146 -0.598 0.255 -0.283 0.160 0.240 0.422 0.421


# 5
Entry from the OMol25 dataset: a molecular structure, C4H7N2 in a non-equilibrium geometry (ωB97M-V/def2-TZVPD).

Cartesian coordinates (Å):
H (-1.05787, -1.72026, 0.89063)
H (1.51734, -0.97402, -1.43763)
H (2.11322, 0.66935, 0.58794)
H (-2.34032, -0.62858, 0.49623)
C (-1.33803, -0.86084, 0.39411)
C (-0.41708, -0.38648, -0.57981)
N (0.89256, -0.84666, -0.62481)
C (1.24462, -0.09722, 0.57346)
H (-1.71438, 1.40990, -0.59234)
H (1.57227, -0.79472, 1.29969)
H (-0.03469, 1.68447, -1.23178)
C (-0.67030, 1.02703, -0.62615)
N (-0.11875, 0.53245, 0.72900)

Charge: +1
Energy: -7229.7566 eV

Atomic charges from the natural (NBO) analysis, expressed in e, are listed below: 0.234 0.443 0.238 0.250 -0.062 0.256 -0.656 -0.061 0.266 0.230 0.261 -0.241 -0.158


# 6
Entry from the OMol25 dataset: a gas-phase ion, C4H7N2 (charge +1) in a non-equilibrium geometry (ωB97M-V/def2-TZVPD).

Cartesian coordinates (Å):
H (-0.74201, 1.84515, -0.25280)
H (0.94356, 0.70547, -1.83362)
C (0.77150, 0.29774, -0.77292)
N (-1.24875, -0.04963, 0.75548)
C (-0.91094, -0.54327, -0.56622)
H (1.04265, -1.52848, 0.28980)
H (0.75331, -1.85802, -1.38499)
H (1.52265, 0.64425, 1.30454)
N (1.05846, 1.08693, 0.46272)
C (-0.31425, 1.02179, 0.20873)
H (-2.24211, 0.24913, 0.85658)
C (0.49712, -1.18348, -0.54353)
H (-1.13120, -0.68758, 1.47624)

Charge: +1
Energy: -7228.8878 eV

Atomic charges from the natural (NBO) analysis, expressed in e, are listed below: 0.261 0.294 0.032 -0.569 0.059 0.227 0.283 0.426 -0.534 0.127 0.459 -0.507 0.440


# 7
Entry from the OMol25 dataset: a gas-phase ion, C4H7N2 (charge +1) in a non-equilibrium geometry (ωB97M-V/def2-TZVPD).

Cartesian coordinates (Å):
H (-1.44433, -1.91730, -0.10519)
H (3.34231, -0.09161, 0.12997)
H (2.66332, 1.58524, -0.35441)
H (0.50574, 0.95446, -0.34986)
C (-0.79090, -0.97921, -0.04681)
C (2.41308, 0.50865, -0.09771)
H (-3.10572, 1.18246, -0.62034)
H (-2.45265, 0.84000, 1.07974)
C (0.53465, -1.09183, 0.14239)
H (1.06461, -1.93991, 0.55369)
N (-1.49513, 0.04363, -0.35081)
N (1.18081, 0.16086, -0.03225)
C (-2.41580, 0.74455, 0.05160)

Charge: +1
Energy: -7231.8560 eV

Atomic charges from the natural (NBO) analysis, expressed in e, are listed below: 0.263 0.243 0.229 0.448 0.076 0.027 0.207 0.174 -0.209 0.262 -0.413 -0.402 0.095


# 8
Entry from the OMol25 dataset: a gas-phase ion, C4H7N2 (charge +1) in a non-equilibrium geometry (ωB97M-V/def2-TZVPD).

Cartesian coordinates (Å):
H (0.16550, -1.80294, -0.46631)
H (0.70739, -1.10561, -2.01702)
H (-0.02589, 1.03958, -1.42182)
H (2.07038, 0.44702, -0.67741)
H (1.21800, -0.17963, 0.82455)
N (-0.97028, 1.34377, 1.36089)
C (-1.19577, 0.38645, 0.18536)
H (-0.55404, -0.36230, 2.63992)
N (-0.01100, 0.35072, -0.73564)
C (1.25214, 0.02197, -0.19957)
H (-2.20219, 0.60628, -0.32658)
C (-0.93758, 0.16239, 1.81017)
C (0.48333, -0.90770, -0.97656)

Charge: +1
Energy: -7230.0870 eV

Atomic charges from the natural (NBO) analysis, expressed in e, are listed below: 0.262 0.248 0.452 0.256 0.238 -0.269 -0.061 0.262 -0.350 -0.209 0.272 0.121 -0.221


# 9
Entry from the OMol25 dataset: a gas-phase ion, C4H7N2 (charge +1) in a non-equilibrium geometry (ωB97M-V/def2-TZVPD).

Cartesian coordinates (Å):
H (0.31242, -2.45271, 0.74568)
C (1.10810, -1.00497, -0.44293)
H (-1.53536, 2.18139, 0.87040)
H (1.90511, -1.53390, -0.93066)
H (1.45353, 0.86244, -1.01153)
C (-1.04551, 1.89729, -0.05541)
H (-1.78886, 1.88090, -0.84966)
N (0.31446, -1.49026, 0.49941)
C (-0.61016, -0.50097, 0.81059)
C (-0.37680, 0.57293, 0.04173)
H (-1.32394, -0.56064, 1.60874)
N (0.71095, 0.23189, -0.78040)
H (-0.30161, 2.63864, -0.34663)

Charge: +1
Energy: -7235.3973 eV

Atomic charges from the natural (NBO) analysis, expressed in e, are listed below: 0.458 0.280 0.260 0.253 0.450 -0.652 0.259 -0.441 -0.069 0.174 0.262 -0.473 0.240


# 10
Entry from the OMol25 dataset: a gas-phase ion, C4H7N2 (charge +1) in a non-equilibrium geometry (ωB97M-V/def2-TZVPD).

Cartesian coordinates (Å):
C (-0.07933, 0.35224, 1.71268)
C (-1.32729, 0.97439, -2.23725)
H (1.08605, -2.25696, 1.12683)
N (-0.82424, 0.89650, 0.20646)
H (-0.50406, 0.86325, 2.50127)
H (-2.34420, 0.71205, -2.10114)
H (1.96051, -1.23012, 0.22755)
C (1.58153, -1.38976, 1.19641)
H (-1.19719, 1.96540, -2.41623)
N (0.68757, -0.56400, 1.87205)
C (-0.79430, 0.82078, -0.95857)
H (2.54654, -1.49717, 1.79960)
H (-0.79160, 0.35340, -2.92966)

Charge: +1
Energy: -7231.3816 eV

Atomic charges from the natural (NBO) analysis, expressed in e, are listed below: 0.383 -0.728 0.240 -0.336 0.229 0.297 0.228 -0.463 0.286 -0.263 0.586 0.252 0.289


# 11
Entry from the OMol25 dataset: a gas-phase ion, C4H7N2O (charge +1) in a non-equilibrium geometry (ωB97M-V/def2-TZVPD).

Cartesian coordinates (Å):
H (-1.42396, -1.30015, -1.13380)
C (-0.37837, -1.07953, -0.94933)
H (0.05656, -0.64454, -1.87790)
H (0.29227, -1.77804, -0.47111)
C (1.89273, 0.43784, 0.27401)
H (2.68186, 0.85020, 1.00848)
C (-2.28552, 1.34836, -0.23836)
H (-3.25357, 1.94303, -0.12128)
N (-0.43958, -0.16081, 0.13239)
N (-1.35071, 0.66894, 0.03056)
H (0.40265, 0.51674, 1.93704)
C (0.67831, -0.07641, 0.97910)
H (1.01201, -1.11972, 1.31089)
O (2.11535, 0.39407, -0.88070)

Charge: +1
Energy: -9277.7360 eV

Atomic charges from the natural (NBO) analysis, expressed in e, are listed below: 0.220 -0.398 0.250 0.229 0.420 0.135 0.268 0.332 -0.168 -0.009 0.268 -0.351 0.273 -0.470


# 12
Entry from the OMol25 dataset: a gas-phase ion, C4H7N2O (charge +1) in a non-equilibrium geometry (ωB97M-V/def2-TZVPD).

Cartesian coordinates (Å):
H (-0.50875, -2.25563, 1.04056)
N (-1.15865, 0.60703, -0.80636)
C (-0.17728, -1.30596, 0.38450)
C (-0.57572, 0.11565, 0.59676)
H (0.79673, 1.89449, 1.48962)
C (1.60855, 0.66652, -0.01540)
O (2.67105, 0.76084, -0.50186)
C (0.58623, 0.99784, 0.75480)
H (-2.05056, 0.17812, -1.06980)
H (1.18688, -2.37163, -0.49677)
H (-1.31921, 0.25236, 1.29406)
N (0.68595, -1.41931, -0.54261)
H (-1.32311, 1.61590, -0.65979)
H (-0.42213, 0.26377, -1.46771)

Charge: +1
Energy: -9279.8283 eV

Atomic charges from the natural (NBO) analysis, expressed in e, are listed below: 0.244 -0.709 0.120 -0.092 0.332 0.741 -0.382 -0.635 0.433 0.411 0.248 -0.636 0.457 0.468


# 13
Entry from the OMol25 dataset: a gas-phase ion, C4H7N2O (charge +1) in a non-equilibrium geometry (ωB97M-V/def2-TZVPD).

Cartesian coordinates (Å):
H (1.63613, -1.53199, -1.33247)
N (0.34752, -0.23028, 1.34955)
H (-1.87266, 2.04330, -0.19994)
O (-1.26513, -2.61707, -0.88116)
H (0.17652, 0.56565, 1.89448)
C (-0.35901, -1.88858, -0.85704)
C (0.81323, 0.12618, 0.04904)
H (-0.14172, 1.65362, -1.46335)
H (0.93853, -0.86725, 1.93721)
N (-1.26346, 1.29113, 0.07399)
C (0.69363, -1.14915, -0.83994)
H (-1.36206, 0.94093, 1.05117)
C (-0.13602, 1.06712, -0.53905)
H (1.79451, 0.59639, -0.24249)

Charge: +1
Energy: -9277.2513 eV
Spin multiplicity: 3

Atomic charges from the natural (NBO) analysis, expressed in e, are listed below: 0.279 -0.828 0.428 -0.262 0.379 0.578 -0.168 0.239 0.416 -0.689 -0.116 0.416 0.072 0.255


# 14
Entry from the OMol25 dataset: a gas-phase ion, C4H7N2O (charge +1) in a non-equilibrium geometry (ωB97M-V/def2-TZVPD).

Cartesian coordinates (Å):
H (-1.68533, 1.48307, 0.47741)
O (0.78314, -0.47992, -0.65354)
H (1.36010, -1.50139, 1.09828)
H (2.11406, 0.09711, 0.74573)
C (-0.31786, 0.20727, -0.44854)
H (-1.69679, -0.93737, -1.42227)
C (1.77428, -0.87497, 0.43563)
N (-0.16605, 0.85991, 1.86029)
H (-0.77904, 0.28274, -2.61002)
H (2.53665, -1.58355, -0.12850)
C (-0.76147, 0.86346, 0.69845)
N (0.23576, 0.82767, 2.92230)
C (-1.30636, 0.02345, -1.59436)
H (-2.09108, 0.73252, -1.38083)

Charge: +1
Energy: -9275.8709 eV
Spin multiplicity: 3

Atomic charges from the natural (NBO) analysis, expressed in e, are listed below: 0.289 -0.367 0.201 0.211 0.324 0.253 -0.258 -0.147 0.279 0.256 0.142 0.239 -0.641 0.217


# 15
Entry from the OMol25 dataset: a gas-phase ion, C4H7N2O2 (charge +1) in a non-equilibrium geometry (ωB97M-V/def2-TZVPD).

Cartesian coordinates (Å):
H (2.05015, 1.30907, 1.18690)
C (-2.19090, -0.22653, 0.00846)
H (-0.59439, -1.44103, 0.11615)
N (-1.57812, -1.36656, 0.25762)
H (-2.15953, -2.14431, 0.39399)
H (-3.32804, -0.17555, 0.00887)
H (-2.03451, 1.81960, -0.21324)
H (0.16881, 1.97963, -0.52190)
C (-1.50886, 0.85463, -0.35988)
C (-0.16248, 0.96379, -0.23305)
O (2.66064, 0.69617, 0.71938)
H (3.48664, -1.08954, -0.40219)
N (0.71160, 0.02512, -0.33458)
C (1.92965, -0.12711, -0.03113)
O (2.54933, -1.07737, -0.59541)

Charge: +1
Energy: -11328.9652 eV

Atomic charges from the natural (NBO) analysis, expressed in e, are listed below: 0.517 0.210 0.430 -0.672 0.418 0.246 0.250 0.201 -0.405 0.175 -0.626 0.527 -0.598 0.908 -0.580


# 16
Entry from the OMol25 dataset: a molecular structure, C4H7N2O2Se3TeZn (ωB97M-V/def2-TZVPD).

Cartesian coordinates (Å):
Te (3.06878, -3.02705, 2.95017)
Se (4.64564, -1.88507, 1.36455)
H (-2.90132, -0.88194, -0.42543)
C (-0.60313, 2.54605, -0.73004)
Se (1.05119, -1.58429, 2.53222)
Zn (1.61493, -1.07472, 0.17494)
H (-1.68601, 2.58873, -0.83339)
C (-0.94942, -0.02218, -0.46780)
Se (3.52887, -2.23059, -0.66851)
O (1.95948, 1.92757, -0.25912)
H (-0.89179, -2.56067, 0.63937)
H (-0.14420, 2.95757, -1.63353)
N (1.17038, 0.95159, -0.23064)
C (-2.44206, 0.10014, -0.42860)
O (-1.13742, -2.31214, -0.26948)
N (-0.34063, -1.16722, -0.48957)
H (-2.78678, 0.66509, -1.29534)
H (-0.29540, 3.20044, 0.08913)
H (-2.74349, 0.65276, 0.46266)
C (-0.11761, 1.15594, -0.48160)

Charge: -1
Energy: -263088.8459 eV

Atomic charges from the natural (NBO) analysis, expressed in e, are listed below: 0.163 -0.199 0.246 -0.652 -0.864 1.430 0.197 0.276 -0.659 -0.509 0.486 0.220 -0.130 -0.683 -0.600 -0.370 0.225 0.227 0.230 -0.033


# 17
Entry from the OMol25 dataset: a molecular structure, C4H7N2O3 in a non-equilibrium geometry (ωB97M-V/def2-TZVPD).

Cartesian coordinates (Å):
H (-0.20692, 2.14453, 0.09652)
H (-1.76338, -0.90361, -0.62112)
H (3.62961, -1.91710, -0.30223)
H (-0.56176, 0.17003, 1.66673)
C (2.85596, -1.19320, -0.11704)
H (-1.03555, 1.23851, -1.17769)
H (0.99720, -2.35762, -0.03138)
O (2.07568, 0.87108, 0.24046)
H (-1.90087, 1.70470, 0.29390)
N (3.16386, 0.11430, 0.02804)
O (-1.28414, -1.02999, 0.21575)
C (-0.55256, 0.07466, 0.57025)
C (-0.94509, 1.37319, -0.10146)
N (0.81158, -0.30873, 0.19695)
C (1.49525, -1.39612, 0.01279)
O (4.22633, 0.64064, -0.00422)

Charge: +1
Energy: -13371.0802 eV

Atomic charges from the natural (NBO) analysis, expressed in e, are listed below: 0.251 0.507 0.285 0.217 -0.193 0.230 0.303 -0.144 0.260 0.469 -0.650 0.241 -0.650 -0.011 0.114 -0.229


# 18
Entry from the OMol25 dataset: 2 unconnected molecules or ions with the total composition C4H7N2OS in a non-equilibrium geometry (ωB97M-V/def2-TZVPD).

Cartesian coordinates (Å):
S (3.13847, -0.13003, 0.53979)
H (-2.86400, 2.08877, -1.42121)
H (1.65007, -0.83793, 2.26111)
C (2.44509, -0.09696, -0.97986)
H (-1.35041, -0.59646, 0.21521)
N (1.14235, -0.42795, -0.83321)
O (-1.10701, 1.28495, -0.69575)
H (-0.73371, -2.32307, 0.14761)
H (-0.98285, -1.24990, 1.65962)
C (-1.88881, 2.13202, -0.86467)
H (0.53886, -0.43335, -1.53410)
H (-1.68615, 3.31810, -0.72062)
C (0.68577, -0.78604, 0.36191)
C (-0.63165, -1.29753, 0.63346)
N (1.64398, -0.64463, 1.23071)

Charge: +1
Energy: -20114.8491 eV

Atomic charges from the natural (NBO) analysis, expressed in e, are listed below: 0.695 0.127 0.470 -0.116 0.302 -0.512 -0.571 0.285 0.273 0.343 0.429 0.109 0.531 -0.723 -0.643


For reference, energy relative to the best compared isomer or geometry (same formula, charge and spin) by record: 414.5 523.2 646.1 251.9 577.1 661.0 374.6 545.3 32.9 420.4 487.6 285.8 119.1 252.3 73.3 15.5 613.1 254.5 kJ/mol.